(1)
C11H12NO2 | ωB97M-V/def2-TZVPD

The geometry in XYZ format:
```
26
Properties=species:S:1:pos:R:3:lowdin_charge:R:1
C 0.25 0.23 -3.86 -0.07
C 0.94 0.85 -1.50 -0.06
C -0.10 -0.63 -0.23 -0.20
C 0.16 0.14 -2.36 -0.24
C -0.50 -0.85 -1.56 -0.15
C -0.65 -1.36 0.82 -0.01
C -1.58 -2.32 0.51 -0.11
C -1.44 -1.86 -1.84 -0.06
C -2.01 -2.56 -0.82 -0.13
N 0.84 0.36 -0.22 0.10
H 0.87 1.06 0.53 0.10
H 1.71 1.60 -1.65 0.12
H -0.36 -1.21 1.86 0.09
H 1.04 -0.41 -4.22 0.07
H 0.42 1.26 -4.18 0.07
H -2.06 -2.87 1.30 0.08
H -1.60 -2.11 -2.89 0.10
H -2.74 -3.35 -0.95 0.08
H -0.69 -0.07 -4.34 0.06
C 1.09 2.31 4.28 -0.05
C 1.06 1.66 2.86 -0.76
O 1.11 2.45 1.89 -0.10
O 0.93 0.42 2.83 -0.08
H 0.43 1.71 4.89 0.05
H 0.80 3.35 4.15 0.05
H 2.09 2.21 4.68 0.05
```

Output
charge	-1
orbital gap	7.96	eV
ΔE to the lowest compared entry with this formula, charge and spin	20.2	kJ/mol

***

(2)
C11H12NO2 | ωB97M-V/def2-TZVPD

The geometry in XYZ format:
```
26
Properties=species:S:1:pos:R:3:lowdin_charge:R:1
C 1.20 2.66 2.15 -0.02
C -0.56 1.38 0.73 0.03
C 0.63 -0.46 0.25 -0.19
C 0.71 1.48 1.37 -0.14
C 1.43 0.29 1.07 -0.15
C 0.94 -1.73 -0.30 0.04
C 2.26 -1.98 -0.09 -0.07
C 2.81 -0.02 1.32 0.02
C 3.17 -1.19 0.69 -0.08
N -0.54 0.25 -0.03 0.11
H -1.36 0.29 -0.95 0.06
H -1.43 2.00 0.58 0.14
H 0.26 -2.23 -0.95 0.12
H 0.94 3.65 1.76 0.09
H 2.29 2.73 2.20 0.08
H 2.84 -2.87 -0.53 0.13
H 3.55 0.41 1.96 0.11
H 4.13 -1.71 0.70 0.10
H 0.71 2.50 3.13 0.11
C -3.89 -1.00 -1.76 -0.04
C -2.77 -0.49 -2.58 -0.70
O -1.89 0.31 -2.05 -0.04
O -2.76 -0.74 -3.78 0.00
H -4.61 -1.38 -2.64 0.12
H -4.39 -0.27 -1.10 0.07
H -3.66 -1.90 -1.15 0.08
```

Output
orbital gap (spin up / spin down)	8.39 / 5.49	eV
ΔE to the lowest compared entry with this formula, charge and spin	123.8	kJ/mol
multiplicity	2

***

(3)
C11H12NO3 | ωB97M-V/def2-TZVPD

The geometry in XYZ format:
```
27
Properties=species:S:1:pos:R:3:lowdin_charge:R:1
C -2.54 1.50 0.10 -0.01
C -1.20 1.31 -0.17 0.03
C -2.91 -0.91 0.07 0.04
C -1.57 -1.14 -0.21 -0.19
C -3.42 0.41 0.08 -0.35
C -1.07 -2.46 -0.23 -0.03
C -0.73 -0.03 -0.44 -0.19
C 0.16 -2.84 0.04 -0.14
C 1.52 0.48 -0.50 -0.04
C 4.31 0.46 0.83 -0.06
C 3.89 0.67 -0.60 -0.17
N -4.71 0.65 0.09 0.14
O 1.19 -3.28 0.30 0.24
O 0.56 -0.36 -0.52 0.16
O 2.67 -0.04 -0.83 0.06
H -2.91 2.56 0.42 0.16
H -0.47 2.03 -0.26 0.08
H -3.65 -1.76 0.23 0.15
H -1.88 -3.19 -0.45 0.16
H 1.60 1.42 -0.15 0.15
H 5.39 0.48 1.06 0.10
H 4.01 1.27 1.52 0.09
H 3.96 -0.51 1.19 0.10
H 4.74 0.25 -1.21 0.16
H 3.54 1.71 -0.86 0.15
H -5.11 1.46 0.53 0.11
H -5.38 -0.12 -0.01 0.13
```

Output
charge	+1
orbital gap (spin up / spin down)	6.48 / 6.49	eV
ΔE to the lowest compared entry with this formula, charge and spin	169.3	kJ/mol

***

Copy entry 2 word for word.
C11H12NO2 | ωB97M-V/def2-TZVPD

The geometry in XYZ format:
```
26
Properties=species:S:1:pos:R:3:lowdin_charge:R:1
C 1.20 2.66 2.15 -0.02
C -0.56 1.38 0.73 0.03
C 0.63 -0.46 0.25 -0.19
C 0.71 1.48 1.37 -0.14
C 1.43 0.29 1.07 -0.15
C 0.94 -1.73 -0.30 0.04
C 2.26 -1.98 -0.09 -0.07
C 2.81 -0.02 1.32 0.02
C 3.17 -1.19 0.69 -0.08
N -0.54 0.25 -0.03 0.11
H -1.36 0.29 -0.95 0.06
H -1.43 2.00 0.58 0.14
H 0.26 -2.23 -0.95 0.12
H 0.94 3.65 1.76 0.09
H 2.29 2.73 2.20 0.08
H 2.84 -2.87 -0.53 0.13
H 3.55 0.41 1.96 0.11
H 4.13 -1.71 0.70 0.10
H 0.71 2.50 3.13 0.11
C -3.89 -1.00 -1.76 -0.04
C -2.77 -0.49 -2.58 -0.70
O -1.89 0.31 -2.05 -0.04
O -2.76 -0.74 -3.78 0.00
H -4.61 -1.38 -2.64 0.12
H -4.39 -0.27 -1.10 0.07
H -3.66 -1.90 -1.15 0.08
```

Output
orbital gap (spin up / spin down)	8.39 / 5.49	eV
ΔE to the lowest compared entry with this formula, charge and spin	123.8	kJ/mol
multiplicity	2

***

What is the ΔE to the lowest compared entry with this formula, charge and spin in the second record?
123.8 kJ/mol

***

Which value of ΔE to the lowest compared entry with this formula, charge and spin does entry 3 give?
169.3 kJ/mol

***

ΔE to the lowest compared entry with this formula, charge and spin of number 3 (C11H12NO3)?
169.3 kJ/mol